# 1
ORCA calculation (ωB97M-V/def2-TZVPD) on a structure of composition C43H53BClHfN9O10 in a non-equilibrium geometry.

Values from the calculation:
Calculated total energy ... -3448.43169 Eh
Energy relative to the best compared isomer or geometry (same formula, charge and spin) ... 2.861 eV
Kohn-Sham gap ... 0.135 Eh

```
! RIJCOSX wB97M-V def2-TZVPD def2/J DEFGRID3
* xyz 0 1
Hf -0.061 0.717 -0.251
C 2.383 2.906 4.055
C 2.066 2.941 2.599
C 2.598 3.777 1.652
C 1.989 3.452 0.438
N 1.090 2.460 0.649
N 1.171 2.152 1.987
B 0.282 1.128 2.710
N -1.195 1.446 2.433
N -1.764 1.228 1.214
C -3.077 1.480 1.352
C -3.330 1.864 2.673
C -2.116 1.836 3.326
C -1.822 2.167 4.750
C -4.184 1.390 0.322
C -3.705 1.040 -1.083
C -5.214 0.341 0.777
C -4.864 2.767 0.234
N 0.549 -0.347 2.337
N 0.371 -0.901 1.093
C 0.628 -2.217 1.193
C 0.956 -2.497 2.524
C 0.888 -1.307 3.213
C 1.137 -1.096 4.667
C 0.755 -3.279 0.107
C 0.123 -3.004 -1.283
C 0.246 -4.616 0.676
C 2.276 -3.431 -0.127
C 2.422 4.147 -0.836
C 1.591 3.780 -2.046
C 3.889 3.759 -1.086
C 2.330 5.665 -0.634
H 3.148 3.650 4.265
H 2.757 1.927 4.355
H 1.506 3.135 4.661
H 3.349 4.531 1.810
H 0.477 1.244 3.872
H -4.280 2.126 3.105
H -2.737 2.492 5.239
H -1.086 2.967 4.823
H -1.430 1.298 5.280
H -2.652 -0.466 -1.856
H -3.376 1.951 -1.584
H -4.548 0.628 -1.642
H -4.811 -0.669 0.697
H -6.098 0.403 0.140
H -5.522 0.510 1.808
H -4.128 3.538 0.000
H -5.354 3.025 1.171
H -5.618 2.759 -0.556
H 1.216 -3.451 2.946
H 1.444 -2.039 5.113
H 0.238 -0.749 5.178
H 1.924 -0.360 4.835
H -1.077 -1.396 -0.671
H 0.024 -3.967 -1.787
H 0.837 -2.420 -1.871
H -0.769 -4.533 1.050
H 0.881 -4.968 1.492
H 0.265 -5.375 -0.106
H 2.714 -2.486 -0.460
H 2.460 -4.188 -0.892
H 2.784 -3.731 0.791
H 1.653 2.717 -2.249
H 1.963 4.298 -2.931
H 0.551 4.061 -1.903
H 3.996 2.678 -1.162
H 4.530 4.102 -0.273
H 4.242 4.208 -2.017
H 1.305 5.964 -0.408
H 2.633 6.163 -1.556
H 2.977 6.017 0.169
N -2.530 -1.664 1.493
C -2.852 -3.023 1.425
C -3.236 -3.697 2.584
C -3.577 -5.038 2.565
C -3.525 -5.728 1.364
C -3.132 -5.068 0.213
C -2.792 -3.704 0.193
C -2.479 -3.078 -1.116
C -3.366 -3.380 -2.139
C -3.278 -2.916 -3.448
C -2.235 -2.029 -3.744
C -1.320 -1.655 -2.802
C -1.230 -2.251 -1.409
H -2.843 -1.231 2.349
H -2.852 -1.153 0.681
H -3.284 -3.138 3.514
H -3.888 -5.533 3.476
H -3.778 -6.781 1.324
H -3.036 -5.626 -0.708
H -4.226 -3.989 -1.884
H -4.010 -3.198 -4.192
H -2.166 -1.605 -4.742
H -0.526 -0.986 -3.093
O -0.066 1.597 -3.521
Cl -1.310 1.840 -2.840
O -1.904 3.075 -3.295
O -2.653 0.084 -1.040
O -0.953 2.123 -1.310
O 2.441 0.380 -0.109
C 2.253 0.189 -1.314
O 1.038 -0.003 -1.722
C 3.342 0.164 -2.316
C 4.630 -0.152 -1.913
C 5.635 -0.201 -2.867
C 5.388 0.100 -4.195
C 4.102 0.451 -4.561
C 3.063 0.471 -3.643
N 3.826 0.793 -5.953
O 2.699 1.137 -6.233
O 4.747 0.719 -6.741
N 6.980 -0.592 -2.468
O 7.163 -0.856 -1.297
O 7.839 -0.624 -3.323
H 4.855 -0.363 -0.877
H 6.185 0.050 -4.920
H 2.064 0.738 -3.960
*
```

Löwdin atomic charge list, values in e, 6 entries: 1.814, -0.002, -0.242, 0.035, -0.187, 0.025



# 2
ORCA calculation (ωB97M-V/def2-TZVPD) on a cluster of 2 separate species, C2H3Cl2O2Si in total in a non-equilibrium geometry.

Values from the calculation:
Calculated total energy ... -1438.48885 Eh
Energy relative to the best compared isomer or geometry (same formula, charge and spin) ... 1.839 eV
Kohn-Sham gap ... 0.280 Eh

```
! RIJCOSX wB97M-V def2-TZVPD def2/J DEFGRID3
* xyz -1 1
C 1.626 -1.242 -0.189
C -1.753 0.121 0.111
O 1.699 -1.376 -1.406
O 1.970 -1.904 0.747
Si 0.773 0.556 0.125
Cl 0.967 2.006 -1.279
Cl 0.744 1.827 1.893
H -1.901 0.384 -0.964
H -1.570 -0.933 0.237
H -2.555 0.562 0.725
*
```

Löwdin atomic charge list, values in e, 6 entries: -0.898, -0.172, -0.073, -0.028, 0.072, 0.208



# 3
ORCA calculation (ωB97M-V/def2-TZVPD) on the molecule C4H8O3 in a non-equilibrium geometry.

Values from the calculation:
Calculated total energy ... -382.80330 Eh
Energy relative to the best compared isomer or geometry (same formula, charge and spin) ... 4.395 eV
SMILES ... OCC1(CO)CO1
Kohn-Sham gap ... 0.377 Eh

```
! RIJCOSX wB97M-V def2-TZVPD def2/J DEFGRID3
* xyz 0 1
O -2.296 0.298 0.186
C -1.319 -0.723 0.197
C 0.036 -0.203 -0.291
C 1.282 -0.245 0.650
O 2.484 -0.640 0.082
C 0.127 1.241 -0.599
O -0.079 0.310 -1.623
H -2.363 0.585 -0.737
H -1.218 -1.048 1.233
H -1.698 -1.585 -0.383
H 1.511 0.732 1.124
H 0.887 -0.851 1.466
H 2.217 -1.351 -0.508
H 1.121 1.694 -0.659
H -0.657 1.791 -0.115
*
```

Löwdin atomic charge list, values in e, 6 entries: -0.066, -0.178, -0.344, -0.232, -0.017, -0.131